Density functional theory data (ωB97M-V with the def2-TZVPD basis set) for a single C5H10BN molecule at a distorted geometry.

- LUMO (spin up / spin down) (Eh) = -0.06185 / -0.06187
- energy above the lowest of the compared OMol25 structures with the same formula, charge and spin (kJ/mol) = 598.0
- calculated total energy (eV) = -7508.1692
- HOMO-LUMO gap (spin up / spin down) (eV) = 7.80 / 7.80

```
! RIJCOSX wB97M-V def2-TZVPD def2/J DEFGRID3
* xyz 0 1
B -0.248 0.155 0.114
C 1.125 0.800 -0.413
C 1.617 1.129 -1.714
C 0.159 -1.180 1.113
C -1.178 -0.076 -1.130
C -0.435 1.422 1.044
N 2.172 1.514 -0.350
H 1.829 0.253 -2.343
H 1.162 1.892 -2.489
H -0.673 -1.389 1.761
H 1.076 -0.977 1.581
H 0.433 -2.007 0.370
H -1.271 0.585 -1.932
H -2.143 -0.378 -0.714
H -0.943 -0.932 -1.843
H 0.115 1.521 1.958
H -0.985 2.221 0.680
*
```

***

Density functional theory data (ωB97M-V with the def2-TZVPD basis set) for 6 unconnected molecules or ions with the total composition C56H61ClFNO5 at a distorted geometry.

- LUMO (Eh) = -0.00605
- calculated total energy (eV) = -86014.5788
- HOMO-LUMO gap (eV) = 9.03

```
! RIJCOSX wB97M-V def2-TZVPD def2/J DEFGRID3
* xyz 0 1
C 0.166 -2.233 2.629
C 0.547 -1.151 1.962
C 0.926 0.060 0.923
C 2.498 0.227 1.249
O 2.857 -0.544 2.459
C 3.892 -1.492 2.107
C 5.396 -1.084 1.706
O 3.533 -2.728 2.089
N -0.013 1.106 1.517
C -1.298 0.713 0.894
O -2.310 1.186 1.506
C -1.220 -0.161 -0.513
C -2.135 0.854 -1.371
C -2.376 0.547 -2.907
O -1.684 -0.151 -3.698
Cl -3.864 1.371 -3.682
C -1.844 -1.660 -0.266
C -2.262 -2.438 -1.627
C -3.118 -1.718 0.709
C -4.501 -1.129 0.117
C -5.656 -2.283 0.255
C 0.426 -0.069 -0.641
C 1.066 1.294 -1.245
C 0.721 1.658 -2.769
F 1.799 2.564 -3.232
C 1.198 -1.405 -1.132
C 2.284 -1.212 -2.308
O 1.900 -1.441 -3.522
C 3.838 -0.871 -2.129
C 4.774 -2.095 -1.683
C 6.329 -1.984 -1.501
C 7.045 -0.605 -1.755
C 6.132 0.620 -2.172
C 4.552 0.499 -2.378
H -0.148 -2.955 3.481
H 3.212 0.041 0.369
H 2.657 1.343 1.558
H 5.858 -2.026 1.200
H 6.077 -0.856 2.612
H 5.401 -0.196 0.955
H -0.090 1.015 2.554
H -3.180 1.047 -0.888
H -1.608 1.896 -1.303
H -1.054 -2.381 0.206
H -3.204 -1.995 -2.147
H -1.440 -2.444 -2.440
H -2.449 -3.550 -1.350
H -3.320 -2.853 0.907
H -2.936 -1.280 1.775
H -4.438 -0.696 -0.944
H -4.839 -0.282 0.846
H -6.007 -2.355 1.364
H -6.550 -2.057 -0.441
H -5.252 -3.321 -0.071
H 0.779 2.249 -0.636
H 2.234 1.290 -1.214
H 0.694 0.790 -3.510
H -0.251 2.270 -2.921
H 1.799 -1.943 -0.285
H 0.487 -2.239 -1.533
H 4.280 -3.132 -1.524
H 6.912 -2.929 -1.210
H 8.188 -0.545 -1.615
H 6.673 1.631 -2.317
H 3.945 1.411 -2.709
C -1.730 -8.071 -2.742
C -2.231 -9.018 -1.854
C -2.205 -8.772 -0.484
C -1.672 -7.579 -0.002
C -1.161 -6.636 -0.889
C -1.192 -6.881 -2.260
H -1.757 -8.261 -3.810
H -2.645 -9.949 -2.229
H -2.599 -9.509 0.208
H -1.653 -7.386 1.066
H -0.740 -5.709 -0.513
H -0.796 -6.144 -2.952
C -3.968 6.827 -2.892
C -3.621 7.055 -1.563
C -3.422 5.980 -0.700
C -3.575 4.677 -1.166
C -3.931 4.449 -2.493
C -4.126 5.524 -3.356
H -4.116 7.665 -3.566
H -3.505 8.071 -1.199
H -3.149 6.158 0.335
H -3.417 3.839 -0.494
H -4.055 3.432 -2.854
H -4.401 5.346 -4.391
C -5.751 3.596 3.219
C -6.427 4.183 4.285
C -6.839 5.511 4.202
C -6.572 6.252 3.055
C -5.888 5.667 1.992
C -5.480 4.339 2.073
H -5.436 2.559 3.281
H -6.633 3.606 5.181
H -7.368 5.967 5.033
H -6.895 7.286 2.989
H -5.675 6.247 1.099
H -4.949 3.883 1.244
C -1.362 -1.385 7.754
C -1.960 -2.642 7.781
C -2.600 -3.134 6.646
C -2.646 -2.366 5.486
C -2.057 -1.105 5.462
C -1.413 -0.615 6.595
H -0.858 -1.005 8.636
H -1.926 -3.240 8.686
H -3.063 -4.115 6.666
H -3.143 -2.750 4.600
H -2.098 -0.503 4.559
H -0.952 0.367 6.575
C 11.164 1.500 -3.561
C 10.683 1.792 -4.834
C 9.658 2.720 -4.996
C 9.111 3.353 -3.883
C 9.586 3.055 -2.609
C 10.613 2.130 -2.447
H 11.968 0.782 -3.435
H 11.108 1.296 -5.701
H 9.285 2.950 -5.989
H 8.313 4.079 -4.009
H 9.155 3.544 -1.741
H 10.985 1.899 -1.454
*
```